1.
C39H55B2F4N8O7P2STi | ωB97M-V/def2-TZVPD

Positions of all 119 atoms, in Å:
H (1.61908, 0.10002, -4.53967)
C (4.44948, -4.43624, 0.02950)
C (3.83481, 2.98027, -0.31025)
H (-1.97369, -4.85288, -1.30338)
H (3.27644, 0.42512, 0.81070)
C (-1.48453, -4.25421, -0.52867)
H (0.21541, -2.50858, 2.73816)
O (-7.86676, 2.04961, -0.43998)
H (-4.17387, -1.31148, 2.74639)
H (-0.06383, -3.97906, 1.81012)
H (0.87049, 1.61503, -4.01161)
C (-1.70147, -1.24961, 3.96592)
O (-5.01465, 0.40042, -4.04434)
N (0.91861, 2.21798, 1.97811)
C (-2.49858, -3.93769, 0.58116)
C (4.09500, -3.26759, -0.63208)
O (-7.03009, 2.36273, 1.52292)
H (-3.59393, -5.08661, 2.07803)
C (2.89448, -2.65438, -0.29839)
F (-1.69823, -1.85812, -3.29110)
H (-2.17819, -3.44878, 5.17798)
C (-0.42899, 5.56919, 1.59834)
H (2.38694, 3.52942, -3.14656)
H (2.48414, -1.16568, -2.85747)
H (-3.60579, -2.79586, -0.89928)
H (5.16800, 1.10487, -3.89175)
C (-5.63356, 1.58976, -0.13511)
O (-2.93251, 0.87266, -3.75976)
H (-1.04735, -4.05113, 3.96399)
C (4.16646, 1.56633, -0.81243)
C (1.35292, 1.43387, 2.96733)
C (-2.74357, -5.19991, 1.40285)
C (-0.08265, -2.89000, 1.76027)
H (-1.52903, 7.05794, 0.43879)
H (5.61852, 2.33960, -2.25983)
H (-2.27834, -0.94732, 4.84511)
C (-1.65864, 5.31214, -1.75823)
N (-4.04826, 0.64356, -3.34511)
H (2.87760, 2.98585, 0.20817)
C (-5.49399, 1.24472, -1.46558)
C (2.42872, -4.36532, 1.35588)
C (1.39019, 3.21768, 4.51025)
C (5.53714, 1.57971, -1.48369)
P (2.66342, 1.01774, -1.82781)
H (-4.32244, -4.36827, -0.52031)
O (-2.18714, 1.98169, 2.11629)
H (1.88813, 1.57304, -5.45424)
N (-2.19866, 1.29511, 1.07187)
C (-2.39478, -2.45044, 3.29138)
H (-4.66676, 1.96681, 1.73921)
N (0.88875, -2.45678, 0.76038)
S (-0.21886, 2.80580, -1.21821)
C (-2.07154, -3.70059, 4.11722)
C (3.02427, 1.50447, -3.62435)
C (3.20056, 3.02853, -3.68119)
H (-0.63024, -4.82562, -0.15603)
H (3.97970, -1.03804, -1.93725)
C (-0.39943, 4.02249, -0.04977)
N (0.00536, 4.28290, 1.25742)
C (-3.21060, 0.53562, -0.99683)
C (1.76944, 1.17272, -4.44205)
B (-0.36905, -1.64788, -3.50079)
H (4.19636, 1.03869, -5.35879)
B (0.97504, -1.35501, -0.18954)
C (0.62845, 3.46354, 2.26036)
H (4.12545, -0.29114, -4.20680)
H (-4.25844, -2.08717, 4.33717)
O (-2.18512, -0.20440, -1.31993)
N (-6.94220, 2.03529, 0.35193)
C (2.91380, -0.81794, -1.91625)
H (-4.44868, -3.05729, 2.87126)
H (1.49679, 0.39366, 2.70096)
N (2.28551, -1.51689, -0.80523)
C (4.25447, 0.61825, 0.38731)
H (1.80070, -4.79671, 2.12490)
C (3.63034, -4.97573, 1.01610)
F (0.00479, -1.45010, -4.79098)
H (-0.26437, 6.00370, 2.56298)
C (4.20593, 0.79496, -4.29132)
H (-2.75274, -4.52163, 3.90820)
H (-1.94104, 6.35529, -1.88034)
P (-1.85244, -2.40828, 1.47833)
F (0.42649, -2.55224, -2.82008)
C (-1.06573, 6.09224, 0.55420)
H (-2.53658, 4.67295, -1.84603)
C (-3.91012, -2.21277, 3.30713)
H (4.88152, 1.06715, 1.16530)
H (-1.11066, -3.34958, -1.00601)
C (-4.27461, 0.77705, -1.89612)
H (3.92348, -5.89425, 1.50969)
H (1.60387, 3.63547, 5.48574)
H (-0.95810, 5.02121, -2.53488)
H (-4.49686, -3.02137, 0.61791)
N (-1.04500, 5.15297, -0.44869)
H (4.60947, 3.32808, 0.38280)
Ti (-0.42924, 0.09895, -0.88530)
H (-2.97727, -6.01948, 0.71494)
H (4.74246, -2.86357, -1.39989)
H (-0.69622, -1.50788, 4.30578)
C (-3.81387, -3.49954, -0.09016)
H (6.29070, 1.80909, -0.72200)
C (2.05828, -3.21230, 0.67618)
C (-3.33761, 1.11717, 0.29431)
O (-1.05295, 0.76692, 0.64545)
H (4.14972, 3.35939, -3.25675)
H (-1.86490, -5.49459, 1.98218)
H (4.70288, -0.33949, 0.11037)
F (-0.01822, -0.24934, -2.68918)
C (0.88261, 4.02554, 3.51307)
H (5.37151, -4.93881, -0.23324)
H (-6.30880, 1.35956, -2.16621)
H (1.95719, 1.19793, 5.01297)
H (3.16990, 3.35659, -4.72448)
H (3.77275, 3.69589, -1.13281)
H (5.78858, 0.60498, -1.90931)
H (0.70361, 5.06453, 3.73195)
C (-4.55925, 1.59775, 0.73054)
H (-1.62354, -0.38042, 3.30999)
C (1.59787, 1.87586, 4.24970)

## Properties
highest occupied orbital energy (alpha / beta) = -7.589 / -7.927 eV
net charge = 0
frontier orbital gap (alpha / beta) = 6.64 / 6.91 eV
multiplicity = 2

***

2.
C6H12NP | ωB97M-V/def2-TZVPD

Positions of all 20 atoms, in Å:
H (1.77221, 1.49739, 1.49097)
C (0.62083, 1.62232, -0.44353)
H (1.27941, -1.67083, -0.23656)
P (-2.27579, 0.93482, -0.13741)
H (-0.01157, 2.35567, -1.11438)
C (1.51379, 0.40224, -0.42343)
C (-1.03531, -1.67492, -0.65060)
H (2.77467, 2.22567, 0.17005)
C (-0.41831, -0.90262, 0.50473)
H (2.15698, 0.13049, -1.29249)
C (1.19779, -0.76632, 0.34664)
N (-1.06709, 0.34573, 0.72469)
H (-2.76766, 1.69392, 0.82715)
H (-2.06078, -1.69772, -0.31305)
H (1.61932, -0.75857, 1.40171)
H (-0.73638, -1.28611, -1.68638)
H (-0.67579, -2.74053, -0.71601)
H (-0.50818, -1.36258, 1.45141)
H (-3.24921, 0.00583, -0.24825)
C (1.87107, 1.64614, 0.34473)

## Properties
highest occupied orbital energy (alpha / beta) = -7.276 / -7.621 eV
net charge = 0
frontier orbital gap (alpha / beta) = 7.07 / 8.17 eV

***

3.
C39H43N9PdS2Sb | ωB97M-V/def2-TZVPD

Positions of all 95 atoms, in Å:
C (-1.65742, -0.12556, 3.63476)
C (0.27431, -1.18289, 1.98196)
C (4.71287, 0.83726, 0.38339)
C (-1.84551, -7.59226, -3.37077)
C (-3.54387, 0.34460, -1.02720)
H (1.93142, -5.43650, -1.93654)
H (-1.26084, -6.00027, 4.29986)
C (-1.36126, -4.24910, 1.40771)
C (-2.74840, -4.54174, 3.78429)
C (-1.64125, -7.85623, -2.02240)
H (-0.13154, 4.05736, 3.44617)
H (-4.79212, 1.14812, -2.36018)
H (6.25908, 1.92276, 1.12569)
H (3.21962, 4.25882, 0.55820)
H (-4.82298, -1.87088, 0.62128)
H (6.60425, 0.23954, 0.81884)
C (3.09333, -0.50035, -0.40886)
C (-0.48572, -0.10496, 1.52440)
H (1.61530, 6.18464, 0.41488)
H (-4.08985, -3.05630, 3.01394)
H (-1.07858, -7.05019, -0.11960)
C (-1.64449, -6.31470, -3.87377)
H (1.67063, -3.68500, 1.98070)
Pd (-0.09922, 0.41449, -0.52980)
C (2.24831, -4.16730, 1.20177)
C (-2.51221, 3.07674, 4.07832)
N (4.36241, -0.37812, -0.02766)
H (0.69929, -2.54219, 3.59648)
H (-5.57792, 1.06025, 1.02299)
H (-2.42524, 0.28442, 4.28162)
C (2.39657, -5.14336, -1.00147)
H (1.75966, -1.79035, -1.25496)
H (-4.26890, -0.80648, 1.92092)
H (-2.33796, 4.07688, 4.47900)
C (-1.22872, -6.84062, -1.17299)
C (-5.76772, 0.06474, 0.61595)
C (-2.50513, -3.49464, 1.63631)
C (-0.00493, 4.92250, -0.21277)
C (3.59953, -4.41288, 1.39904)
H (-1.94399, 1.98082, 0.98757)
C (4.34980, -5.01305, 0.39606)
S (-2.17807, 0.99759, -1.81311)
C (1.64880, -4.53021, -0.00019)
H (-1.38080, 3.36760, -0.79527)
N (2.68696, -1.68690, -0.86091)
H (4.33359, -5.86016, -1.57730)
H (-3.28904, -4.65409, 4.71509)
H (5.40491, -5.19810, 0.54929)
H (4.06799, -4.12904, 2.33244)
H (-1.08696, -4.28876, -3.41366)
C (-0.91058, -5.15736, 2.36017)
C (-1.23341, -5.29169, -3.02941)
C (-0.34790, 3.05414, 3.07510)
C (-5.99973, 0.16310, -0.88210)
H (-0.01784, -5.74757, 2.18718)
C (-0.37126, 3.61725, -0.49675)
C (1.74413, 2.84818, -0.04302)
H (-6.65172, -0.33983, 1.10672)
C (-0.90597, -1.20363, 4.07224)
C (-4.57242, -0.83559, 0.87324)
C (-2.14372, 1.75818, 2.03696)
H (-1.08609, -1.63340, 5.04942)
H (-2.49617, -0.50597, 0.43373)
N (5.96874, 1.01596, 0.80956)
C (-1.02426, -5.56149, -1.68194)
N (2.18108, 0.50257, -0.36674)
H (-2.84131, -2.79328, 0.88202)
N (0.48335, 2.60001, -0.41230)
H (1.03827, -1.61202, 1.33797)
H (-6.76848, 0.89882, -1.11098)
H (-0.73787, 5.71294, -0.29161)
C (2.19032, 4.12221, 0.26305)
H (-3.22644, 1.63471, 2.13997)
H (-1.80506, -8.85203, -1.63225)
N (3.90746, 1.92077, 0.39091)
H (0.20237, 2.90048, 2.15016)
C (2.67303, 1.68350, 0.00914)
H (-6.32607, -0.79994, -1.28352)
H (-3.58217, 2.97184, 3.89337)
H (-2.21499, 2.35730, 4.85626)
C (0.08697, -1.71706, 3.25022)
N (-3.43736, -0.38560, 0.07648)
C (1.29674, 5.17809, 0.17861)
H (3.36495, -2.42533, -0.94518)
H (0.02872, 2.32691, 3.81094)
C (-3.19953, -3.64325, 2.82624)
Sb (-0.35182, -4.02869, -0.41622)
N (-1.77497, 2.92900, 2.83692)
N (-4.76082, 0.58639, -1.52627)
C (-1.60818, -5.29813, 3.55314)
H (-2.16652, -8.38685, -4.03148)
C (3.74989, -5.38290, -0.80084)
C (-1.42781, 0.46632, 2.38680)
H (-1.80930, -6.11208, -4.92380)
S (-0.65822, -2.04804, -1.51281)

## Properties
highest occupied orbital energy (alpha / beta) = -9.528 / -10.117 eV
net charge = +1
frontier orbital gap (alpha / beta) = 7.25 / 7.33 eV
multiplicity = 3

***

4.
C13H36F6N4O17PS3 | ωB97M-V/def2-TZVPD

Positions of all 80 atoms, in Å:
H (2.09422, -3.35905, -0.20023)
H (-1.06130, -2.78472, -9.04045)
H (-0.68085, -3.45453, -0.89795)
H (-0.27051, 5.64131, -0.70155)
O (7.41711, -0.13206, 2.26965)
H (6.58968, 1.88166, 0.43022)
C (-6.09647, -2.54520, 2.32861)
H (3.43522, -3.16626, -1.35791)
H (-7.04935, -2.22415, 2.74937)
C (-2.63507, -0.72563, -4.48798)
F (-1.49501, 2.23637, -0.23673)
O (0.91305, 7.30819, 1.62707)
C (-5.24312, 3.24983, 1.69831)
C (0.40730, 6.45687, -0.44946)
P (-0.48152, 1.45757, 0.85938)
H (0.46014, 7.25235, -1.19277)
C (8.12950, 0.82312, 1.56977)
F (0.80631, 2.22277, 0.20372)
O (-7.28756, 2.31618, 2.28391)
O (0.05903, 2.63408, 6.63127)
O (5.81024, 1.71192, 2.93280)
H (-5.36216, 3.88833, 0.82296)
H (7.19542, 0.34177, -0.26463)
O (-5.18035, -2.87181, 0.24668)
O (-6.72388, 4.28726, 3.11119)
H (2.18802, 2.82540, 4.92909)
O (0.59140, -3.52970, -3.29391)
F (-0.29171, 0.23544, -0.21812)
H (1.41869, 6.06055, -0.35927)
C (-0.33258, -4.66422, 0.94666)
H (3.17194, 3.28747, 6.36037)
H (-2.26866, -1.49100, -9.20442)
C (-2.08345, -2.48820, -8.80515)
H (-2.94983, -0.40730, -3.49416)
S (-3.75808, -2.04525, -5.15606)
H (0.60428, -4.14355, 1.14485)
N (-6.12664, -2.32666, 0.83589)
C (2.16545, 3.20762, 5.94962)
H (-4.37987, 3.54719, 2.29369)
C (-2.22925, -2.30901, -7.27443)
H (8.43444, 1.69863, 2.14302)
O (-5.14590, -1.58200, -4.92429)
O (1.69520, 1.66519, 7.65554)
H (1.72891, 4.20428, 5.88491)
O (0.59752, -5.12154, -1.25771)
H (-5.38797, -1.85526, 2.78697)
C (5.03989, -0.91167, 3.21681)
O (6.91190, 0.26457, 4.78493)
H (-2.85473, 0.09333, -5.17292)
H (9.14098, 0.46259, 1.38265)
N (-6.53170, 3.27293, 2.40922)
H (-1.59738, -1.05891, -4.50332)
C (2.35718, -3.08153, -1.22099)
H (-5.08267, 2.23000, 1.34862)
H (-2.84644, -3.15744, -9.20272)
S (1.49855, -4.21362, -2.39378)
O (-3.30128, -3.33724, -4.67899)
H (-1.47132, -1.57162, -7.01003)
O (-6.85543, -1.44605, 0.38605)
H (-0.25513, -5.66489, 1.37181)
C (-0.53615, -4.49586, -0.61021)
H (5.52027, -1.87113, 3.40860)
H (-2.03728, -3.27133, -6.79988)
O (-1.18359, 7.24471, 1.13959)
C (7.46560, 1.25353, 0.26809)
O (-3.48302, -1.92191, -6.82089)
H (-1.12930, -4.19781, 1.52615)
H (8.19554, 1.75070, -0.37074)
H (1.90005, -2.11536, -1.43462)
S (6.30078, 0.43018, 3.41268)
N (1.26899, 2.40171, 6.75482)
F (-0.67500, 2.66892, 1.89399)
H (4.21539, -0.93137, 3.92950)
F (-1.71477, 0.67882, 1.50088)
N (0.01348, 7.00453, 0.86558)
F (0.47493, 0.68829, 1.92320)
H (-5.91371, -3.57796, 2.62543)
H (-1.52173, -4.84797, -0.91475)
O (2.48812, -5.08079, -3.04510)
H (4.80702, -0.90460, 2.15200)

## Properties
highest occupied orbital energy = -9.041 eV
net charge = -1
frontier orbital gap = 10.85 eV

***

Energy above the lowest of the compared OMol25 structures with the same formula, charge and spin across the listed records, respectively: 41.9 106.0 0.0 0.0 kcal/mol.
E_tot across the listed records, respectively: -4863.45660 -631.68656 -3169.13765 -4149.95175 Eh.